ORCA calculation (ωB97M-V with the def2-TZVPD basis set) on a structure of composition C6H12O.

energy relative to the best compared isomer or geometry (same formula, charge and spin) = 94.4 kcal per mole
largest force on an atom = 0.48 eV/A
net charge = 0
Kohn-Sham gap = 0.3378 hartree

Each line ends with the Mulliken charge.
Positions of all 19 atoms, in Å:
1 C -0.877 -1.581 -0.528  -1.649
2 C -0.633 -0.075 -0.511  0.509
3 C -1.280 0.616 0.665  -0.754
4 C -0.856 1.959 0.709  -0.378
5 O 0.936 1.174 0.864  -0.638
6 C 0.893 0.402 -0.326  0.341
7 C 1.902 -0.732 -0.233  -1.481
8 H -1.945 -1.785 -0.663  0.423
9 H -0.341 -2.074 -1.345  0.361
10 H -0.565 -2.050 0.411  0.343
11 H -0.985 0.339 -1.467  0.264
12 H -0.091 0.591 1.362  0.480
13 H -2.123 0.236 1.231  0.444
14 H -1.053 2.570 1.588  0.269
15 H -0.557 2.520 -0.177  0.206
16 H 1.165 1.049 -1.171  0.244
17 H 1.672 -1.401 0.604  0.287
18 H 1.910 -1.324 -1.155  0.350
19 H 2.905 -0.326 -0.074  0.381

---

ORCA calculation (ωB97M-V with the def2-TZVPD basis set) on a structure of composition C6H12O.

energy relative to the best compared isomer or geometry (same formula, charge and spin) = 188.4 kcal per mole
largest force on an atom = 4.09 eV/A
net charge = 0
Kohn-Sham gap = 0.1527 hartree

Each line ends with the Mulliken charge.
Positions of all 19 atoms, in Å:
1 C -0.174 -1.568 1.274  -0.023
2 O -1.097 -1.742 2.179  -0.609
3 C 0.519 -0.054 1.330  -0.559
4 C 1.374 0.418 0.207  -0.774
5 C 0.751 0.451 -1.235  -0.046
6 C -0.062 1.590 -1.591  -0.085
7 C -0.871 1.904 -2.657  -0.665
8 H -0.287 -1.513 0.088  0.009
9 H 0.774 -2.096 1.424  0.196
10 H -1.956 -3.454 0.226  0.037
11 H 1.028 0.088 2.310  0.394
12 H -0.318 0.695 1.490  0.245
13 H 2.377 -0.028 0.141  0.352
14 H 1.674 1.458 0.393  0.368
15 H 0.716 -0.560 -1.644  0.474
16 H -0.188 2.334 -0.753  0.197
17 H -1.408 2.887 -2.656  0.245
18 H -1.874 -3.491 1.016  -0.044
19 H -0.984 1.171 -3.431  0.288

---

ORCA calculation (ωB97M-V with the def2-TZVPD basis set) on the molecule C6H12O.

energy relative to the best compared isomer or geometry (same formula, charge and spin) = 12.6 kcal per mole
SMILES string = CC[C@H]1CCCO1
largest force on an atom = 0.25 eV/A
net charge = 0
Kohn-Sham gap = 0.3971 hartree

Each line ends with the Mulliken charge.
Positions of all 19 atoms, in Å:
1 C 2.592 -0.337 0.165  -1.182
2 C 1.525 0.627 -0.340  -0.525
3 C 0.125 0.325 0.181  0.291
4 C -1.021 0.761 -0.721  -0.749
5 C -2.201 0.133 0.015  -0.589
6 C -1.555 -1.173 0.539  -0.440
7 O -0.150 -1.069 0.294  -0.432
8 H 2.640 -0.345 1.259  0.297
9 H 2.363 -1.353 -0.165  0.306
10 H 3.580 -0.058 -0.218  0.376
11 H 1.765 1.652 -0.025  0.305
12 H 1.524 0.640 -1.438  0.306
13 H 0.020 0.771 1.187  0.219
14 H -1.099 1.830 -0.927  0.341
15 H -0.862 0.229 -1.666  0.340
16 H -3.071 -0.039 -0.623  0.308
17 H -2.519 0.772 0.848  0.269
18 H -1.726 -1.305 1.616  0.248
19 H -1.931 -2.061 0.020  0.310

---

ORCA calculation (ωB97M-V with the def2-TZVPD basis set) on a cluster of 3 separate species, C6H12O in total.

energy relative to the best compared isomer or geometry (same formula, charge and spin) = 95.5 kcal per mole
largest force on an atom = 0.21 eV/A
net charge = 0
Kohn-Sham gap = 0.3419 hartree

Each line ends with the Mulliken charge.
Positions of all 19 atoms, in Å:
1 C 2.005 -0.822 -0.487  -1.397
2 C 0.892 -0.073 0.221  0.634
3 O 0.974 -0.025 1.493  -0.644
4 C 0.287 1.169 -0.462  -0.495
5 C -1.187 1.259 -0.017  -0.448
6 C -1.625 -0.167 0.256  -0.385
7 C -0.831 -1.117 -0.373  -0.838
8 H 2.861 -0.142 -0.586  0.373
9 H 1.731 -1.169 -1.487  0.286
10 H 2.320 -1.668 0.128  0.356
11 H -0.320 -0.192 1.957  0.119
12 H 0.857 2.055 -0.163  0.374
13 H 0.365 1.080 -1.552  0.276
14 H -1.279 1.853 0.897  0.293
15 H -1.823 1.735 -0.773  0.346
16 H -2.608 -0.367 0.677  0.493
17 H -1.161 -0.332 1.808  0.015
18 H -0.471 -0.904 -1.374  0.353
19 H -0.986 -2.174 -0.164  0.289

---

ORCA calculation (ωB97M-V with the def2-TZVPD basis set) on a structure of composition C6H12O.

energy relative to the best compared isomer or geometry (same formula, charge and spin) = 83.3 kcal per mole
largest force on an atom = 4.06 eV/A
net charge = 0
Kohn-Sham gap = 0.3396 hartree

Each line ends with the Mulliken charge.
Positions of all 19 atoms, in Å:
1 C -1.043 -1.542 0.373  -1.509
2 C 0.202 -0.759 0.781  0.775
3 O 0.863 -1.321 1.889  -0.510
4 C -0.617 0.670 -1.814  -0.680
5 C 0.642 0.883 -1.355  -0.228
6 C 1.007 1.368 0.033  -0.601
7 C 0.067 0.741 1.034  -0.872
8 H -0.890 -1.782 -0.678  0.377
9 H -1.976 -0.971 0.436  0.276
10 H -1.177 -2.486 0.918  0.420
11 H 0.681 -2.268 1.937  0.331
12 H -1.409 0.057 -1.387  0.169
13 H -0.892 1.141 -2.752  0.272
14 H 0.883 -0.657 -0.448  0.086
15 H 1.383 1.150 -2.103  0.355
16 H 0.845 2.451 -0.020  0.327
17 H 2.056 1.194 0.307  0.294
18 H -0.943 1.092 0.787  0.332
19 H 0.316 1.040 2.061  0.386

---

ORCA calculation (ωB97M-V with the def2-TZVPD basis set) on a structure of composition C6H12O.

energy relative to the best compared isomer or geometry (same formula, charge and spin) = 143.3 kcal per mole
largest force on an atom = 0.35 eV/A
net charge = 0
Kohn-Sham gap = 0.2971 hartree

Each line ends with the Mulliken charge.
Positions of all 19 atoms, in Å:
1 C -1.031 0.078 -2.164  -1.365
2 C 0.091 -0.241 -1.220  0.621
3 C 1.348 0.397 -1.361  -1.154
4 C -0.898 0.417 0.574  -0.722
5 O -1.318 -0.829 1.146  -0.459
6 C -0.472 0.006 1.922  0.342
7 C 0.909 -0.525 2.219  -1.255
8 H -0.816 -0.442 -3.106  0.393
9 H -1.996 -0.259 -1.782  0.352
10 H -1.074 1.151 -2.376  0.319
11 H 0.055 -1.226 -0.753  0.326
12 H 1.445 1.252 -2.020  0.295
13 H 2.238 -0.048 -0.932  0.281
14 H 0.416 0.646 -0.306  0.276
15 H -1.705 1.157 0.489  0.414
16 H -0.978 0.457 2.780  0.412
17 H 1.333 -1.020 1.340  0.290
18 H 0.870 -1.256 3.034  0.353
19 H 1.583 0.286 2.517  0.281

---

ORCA calculation (ωB97M-V with the def2-TZVPD basis set) on a cluster of 2 separate species, C6H12O in total.

energy relative to the best compared isomer or geometry (same formula, charge and spin) = 107.0 kcal per mole
SMILES string = C/C=C(/C)O.C=C
largest force on an atom = 3.70 eV/A
net charge = 0
Kohn-Sham gap = 0.3128 hartree

Each line ends with the Mulliken charge.
Positions of all 19 atoms, in Å:
1 C 1.890 -0.820 -0.501  -1.298
2 C 0.574 -0.672 0.173  0.835
3 O 0.568 -0.218 1.466  -0.543
4 C 0.164 1.869 -0.414  -0.646
5 C -0.753 2.109 0.519  -0.362
6 C -1.926 -1.209 0.033  -0.998
7 C -0.505 -1.257 -0.320  -0.536
8 H 2.458 0.119 -0.529  0.302
9 H 1.771 -1.149 -1.541  0.336
10 H 2.433 -1.564 0.079  0.344
11 H 1.200 0.506 1.532  0.425
12 H 1.161 2.283 -0.272  0.282
13 H -0.065 1.486 -1.404  0.260
14 H -0.459 2.420 1.519  0.203
15 H -1.812 2.170 0.300  0.260
16 H -2.516 -1.098 -0.910  0.190
17 H -2.433 -0.763 0.878  0.385
18 H -0.366 -1.998 -1.111  0.342
19 H -1.384 -2.212 0.506  0.218

---

ORCA calculation (ωB97M-V with the def2-TZVPD basis set) on a cluster of 2 separate species, C6H12O in total.

energy relative to the best compared isomer or geometry (same formula, charge and spin) = 81.4 kcal per mole
SMILES string = C=CCC(=C)C.O
largest force on an atom = 4.06 eV/A
net charge = 0
Kohn-Sham gap = 0.3604 hartree

Each line ends with the Mulliken charge.
Positions of all 19 atoms, in Å:
1 C -0.181 0.541 0.602  -1.140
2 C -1.151 -0.398 1.163  0.637
3 C -1.623 0.003 2.392  -0.870
4 C -1.643 -1.643 0.409  -0.611
5 C -0.544 -2.593 -0.110  -0.126
6 C 0.463 -2.248 -1.058  -0.740
7 H 0.759 0.005 0.332  0.275
8 H 0.294 1.272 1.236  0.378
9 H -0.603 1.104 -0.339  0.209
10 H -1.646 0.988 2.852  0.309
11 H -2.395 -0.718 2.771  0.220
12 H -2.407 -2.189 1.086  0.339
13 H -2.243 -1.204 -0.421  0.305
14 H -0.479 -3.619 0.396  0.259
15 H 0.300 -1.527 -1.889  0.305
16 H 1.544 -2.567 -0.916  0.250
17 H 4.215 5.530 -3.043  0.308
18 H 3.620 4.267 -3.008  0.302
19 O 3.720 4.997 -2.455  -0.611